Molecular formula: C21H26N4O3
Method: DFT, the ωB97M-V functional and the def2-TZVPD basis

The LUMO energy is 0.60 eV. As for the total energy: -34302.77361 eV. The value obtained for the strongest force on any atom is 0.63 eV/A. Its total charge is 0. The HOMO energy is -8.590 eV. As for the energy above the lowest of the compared OMol25 structures with the same formula, charge and spin: 140.8 kJ/mol. The structure (SMILES) is O=C(C[C@@H]1C(=O)NCCN1Cc1ccccc1)NCCCOc1cccnc1. For the HOMO-LUMO gap, the calculation gives 9.2 eV.

XYZ file:
```
54
C21H26N4O3, DFT the ωB97M-V functional and the def2-TZVPD basis
O 1.265 -0.843 -2.419
C 1.021 0.122 -1.718
N 1.319 1.390 -2.053
C 2.113 1.698 -3.216
C 3.559 2.057 -2.854
C 4.185 0.998 -1.947
H 3.867 -0.003 -2.261
O 3.739 1.273 -0.632
C 3.929 0.362 0.347
C 4.642 -0.832 0.231
N 4.788 -1.681 1.232
C 4.238 -1.398 2.398
C 3.513 -0.236 2.628
C 3.357 0.658 1.589
H 2.810 1.582 1.699
H 3.082 -0.037 3.598
H 4.391 -2.132 3.178
H 5.120 -1.125 -0.693
H 5.281 1.054 -1.985
H 4.143 2.151 -3.769
H 3.581 3.009 -2.322
H 2.100 0.806 -3.849
H 1.653 2.530 -3.758
H 1.203 2.113 -1.345
C 0.309 -0.013 -0.377
H -0.007 -1.050 -0.265
H 1.036 0.196 0.411
C -0.917 0.917 -0.228
N -2.034 0.161 0.317
C -2.970 0.992 1.041
C -2.245 1.571 2.246
N -1.122 2.340 1.767
C -0.488 2.114 0.610
O 0.425 2.838 0.239
H -0.782 3.112 2.322
H -2.906 2.221 2.824
H -1.901 0.751 2.889
H -3.803 0.368 1.369
H -3.370 1.814 0.419
C -2.699 -0.641 -0.700
C -3.554 -1.703 -0.063
C -4.844 -1.952 -0.510
C -5.613 -2.940 0.080
C -5.103 -3.683 1.130
C -3.818 -3.438 1.585
C -3.047 -2.456 0.990
H -2.046 -2.256 1.340
H -3.414 -4.016 2.403
H -5.704 -4.452 1.593
H -6.615 -3.127 -0.279
H -5.248 -1.373 -1.328
H -1.932 -1.125 -1.311
H -3.311 -0.013 -1.371
H -1.176 1.332 -1.223
```

These are the Mulliken partial charges, in e, on atoms 1 to 4: -0.729 0.780 0.083 -1.038